Entry 1:
Here is 10 unconnected molecules or ions with the total composition C51H123N7O3 in a non-equilibrium geometry from OMol25. Energies are from ωB97M-V/def2-TZVPD.

Geometry (Å):
1 O -15.8901 -23.6757 -12.9062
2 O -15.9694 -31.1174 -10.3816
3 O -17.5003 -16.8727 -10.1451
4 N -11.1078 -16.1929 -6.0434
5 N -12.0578 -15.3173 -14.9011
6 N -13.8967 -24.7379 -5.7779
7 N -21.8684 -20.1062 -19.0245
8 N -18.8585 -27.5806 -19.1916
9 N -22.3012 -24.4443 -6.1029
10 N -9.7056 -26.2370 -13.2102
11 C -16.7223 -14.6963 -9.6642
12 C -11.5917 -13.9334 -5.2204
13 C -17.3434 -25.7057 -18.1439
14 C -17.6915 -28.3238 -19.6427
15 C -12.7727 -13.6434 -16.6148
16 C -16.0552 -28.9530 -11.2173
17 C -15.5000 -30.3807 -11.1352
18 C -21.9105 -23.4904 -8.3791
19 C -10.2116 -17.0880 -6.8479
20 C -8.6989 -16.6757 -6.8369
21 C -11.1822 -15.4096 -13.6496
22 C -15.2256 -21.5761 -13.8356
23 C -8.7640 -27.4111 -13.0982
24 C -22.6769 -18.8776 -19.0528
25 C -13.1518 -25.6319 -6.7271
26 C -11.6895 -14.1529 -15.6443
27 C -18.6732 -26.1702 -18.9143
28 C -10.7293 -16.9073 -16.3440
29 C -15.2369 -24.4051 -6.3049
30 C -20.7438 -25.6124 -4.4270
31 C -14.7838 -26.3885 -4.1061
32 C -12.9757 -17.8913 -6.2117
33 C -12.5741 -16.4816 -6.1726
34 C -21.6641 -24.4744 -4.7696
35 C -20.9490 -27.7776 -17.7520
36 C -16.0025 -23.4117 -5.4613
37 C -23.0830 -25.6437 -6.3739
38 C -22.7042 -21.3392 -18.9235
39 C -23.6197 -18.5933 -17.8906
40 C -20.8424 -20.1667 -17.9062
41 C -24.0829 -25.9828 -5.2486
42 C -11.2879 -27.4037 -14.7972
43 C -17.5603 -28.0309 -21.0938
44 C -10.7951 -14.7714 -6.1957
45 C -15.6973 -22.4937 -12.6869
46 C -21.2752 -24.1268 -7.1600
47 C -11.8128 -16.4451 -12.5930
48 C -17.8344 -15.7034 -9.8358
49 C -12.1016 -16.5424 -15.7298
50 C -9.0063 -24.9971 -12.8744
51 C -8.7027 -27.7692 -11.6103
52 C -19.2964 -15.2771 -9.4227
53 C -16.0302 -21.8484 -11.3830
54 C -19.5876 -28.3153 -18.0816
55 C -10.3824 -26.2007 -14.5967
56 C -19.7471 -19.0030 -18.1274
57 C -23.6300 -21.5995 -20.0300
58 C -12.7114 -25.0141 -8.1181
59 C -14.4118 -30.8624 -12.0392
60 C -9.8329 -23.6450 -12.9985
61 C -13.9610 -25.1891 -4.4105
62 H -12.0288 -27.5347 -14.0085
63 H -11.1538 -12.9403 -5.1201
64 H -23.5665 -25.4081 -7.3220
65 H -16.6464 -28.7799 -10.3181
66 H -10.5667 -17.3324 -7.8490
67 H -21.3039 -26.5416 -4.3223
68 H -16.5766 -23.8638 -4.6526
69 H -24.2125 -19.4707 -17.6320
70 H -15.2146 -23.9785 -7.3077
71 H -12.8687 -16.4740 -16.5011
72 H -12.2556 -25.9580 -6.1993
73 H -10.7444 -14.2037 -16.1849
74 H -14.3812 -22.0565 -14.3300
75 H -16.5612 -26.0436 -18.8236
76 H -10.8837 -28.4156 -14.7703
77 H -19.9026 -25.6800 -5.1168
78 H -12.4748 -17.4443 -15.2445
79 H -8.1854 -24.7433 -13.5451
80 H -9.8472 -16.6235 -15.7700
81 H -16.7196 -13.9177 -10.4270
82 H -12.4639 -12.9023 -17.3520
83 H -23.5552 -26.2189 -4.3246
84 H -8.1387 -28.7014 -11.5801
85 H -20.3989 -21.1584 -17.9957
86 H -20.5288 -23.3886 -6.8667
87 H -10.4987 -17.9488 -16.5678
88 H -15.8715 -15.3208 -9.9366
89 H -12.8680 -16.6364 -12.7880
90 H -15.2709 -28.2187 -11.4016
91 H -21.1919 -22.8075 -8.8322
92 H -19.6173 -25.8596 -18.4668
93 H -8.4942 -15.8443 -7.5114
94 H -11.9135 -16.1211 -11.5571
95 H -16.6729 -14.2567 -8.6680
96 H -10.1874 -18.0929 -6.4263
97 H -24.3148 -20.7889 -20.2794
98 H -15.9141 -25.2573 -6.3616
99 H -14.7148 -30.9472 -13.0828
100 H -20.1085 -17.9757 -18.0820
101 H -14.3371 -27.3023 -4.4980
102 H -15.7563 -26.4518 -4.5943
103 H -22.6804 -22.7776 -8.0840
104 H -17.3711 -24.6278 -17.9845
105 H -19.2275 -15.3208 -8.3358
106 H -19.9270 -16.1051 -9.7465
107 H -22.3324 -24.2340 -9.0552
108 H -14.3166 -24.3520 -3.8097
109 H -13.9221 -18.1612 -5.7431
110 H -11.2430 -17.3716 -12.5224
111 H -22.4911 -26.5360 -6.5777
112 H -20.6831 -24.9686 -7.5190
113 H -10.8510 -23.7438 -12.6220
114 H -11.5762 -14.4184 -4.2443
115 H -13.4936 -30.2754 -12.0568
116 H -24.2289 -22.5098 -20.0046
117 H -8.2636 -16.3941 -5.8781
118 H -16.4297 -20.8556 -11.5899
119 H -18.9435 -28.2783 -17.2031
120 H -16.7592 -28.9596 -12.0495
121 H -10.9638 -25.2832 -14.6875
122 H -16.0341 -21.3804 -14.5399
123 H -8.6849 -25.0606 -11.8349
124 H -24.7102 -25.1034 -5.1032
125 H -18.3697 -28.3084 -21.7690
126 H -21.1763 -23.5080 -4.6426
127 H -21.3846 -20.0971 -16.9632
128 H -16.7625 -28.2589 -19.0762
129 H -10.5527 -16.3146 -17.2415
130 H -9.6636 -28.0401 -11.1726
131 H -21.4790 -28.5172 -17.1518
132 H -9.9919 -23.2496 -14.0018
133 H -23.2701 -18.8676 -19.9672
134 H -22.0515 -17.9895 -19.1432
135 H -9.5802 -26.2223 -15.3342
136 H -19.4703 -14.2589 -9.7707
137 H -13.1225 -16.0608 -5.3298
138 H -7.7516 -27.2164 -13.4521
139 H -11.0602 -14.5115 -7.2205
140 H -19.8401 -29.3027 -18.4681
141 H -17.1999 -26.2652 -17.2195
142 H -12.6625 -13.7973 -5.3714
143 H -16.7278 -22.4910 -10.8459
144 H -16.6592 -28.6132 -21.2860
145 H -9.7375 -14.6457 -5.9635
146 H -8.1918 -26.9152 -11.1656
147 H -8.0810 -17.5115 -7.1653
148 H -24.2585 -17.7555 -18.1701
149 H -17.2491 -26.9992 -21.2581
150 H -14.9693 -20.5702 -13.5030
151 H -13.6873 -26.5736 -6.8474
152 H -13.4622 -24.6323 -8.8099
153 H -24.7868 -26.8036 -5.3863
154 H -11.1615 -14.4714 -13.0951
155 H -21.4097 -27.5982 -18.7234
156 H -11.9813 -24.2165 -7.9805
157 H -13.2718 -14.4573 -17.1407
158 H -23.0216 -21.7136 -20.9272
159 H -13.6199 -13.2255 -16.0708
160 H -14.9054 -26.6080 -3.0454
161 H -19.4701 -18.9828 -19.1815
162 H -22.3858 -24.4381 -3.9535
163 H -14.0529 -31.8507 -11.7518
164 H -12.1580 -25.7525 -8.6983
165 H -23.2320 -21.3508 -17.9699
166 H -9.0991 -28.2832 -13.6597
167 H -21.9933 -22.1445 -18.7384
168 H -10.1260 -15.4494 -13.9159
169 H -18.6804 -25.6443 -19.8691
170 H -20.9458 -26.8521 -17.1761
171 H -11.9217 -27.3467 -15.6821
172 H -11.3886 -13.3511 -14.9700
173 H -9.4158 -22.8075 -12.4392
174 H -20.1896 -25.6015 -3.4885
175 H -23.0160 -18.3505 -17.0161
176 H -17.8353 -29.3821 -19.4249
177 H -15.1876 -21.7389 -10.7003
178 H -18.7932 -19.2229 -17.6482
179 H -15.3483 -22.6671 -5.0077
180 H -12.8003 -16.0259 -7.1366
181 H -12.9648 -18.2308 -7.2474
182 H -12.9168 -25.4059 -4.1854
183 H -12.2019 -18.4100 -5.6458
184 H -16.7455 -22.8296 -6.0066

Calculated values
2S+1 = 1
SMILES = CCN(CC)CC.CCN(CC)CC.CCN(CC)CC.CCN(CC)CC.CCN(CC)CC.CCN(CC)CC.CCN(CC)CC.CC(C)=O.CC(C)=O.CC(C)=O
electronic energy = -2625.63094 a.u.
HOMO level = -8.10 eV
energy above the lowest of the compared OMol25 structures with the same formula, charge and spin = 106.7 kcal per mole
lowest unoccupied orbital energy = 0.194 eV
Kohn-Sham gap = 8.3 eV

Löwdin population analysis, charges in e, atoms 1 to 5: atom 1 (O): 0.0515, atom 2 (O): 0.1096, atom 3 (O): 0.0122, atom 4 (N): -0.1853, atom 5 (N): -0.1763


Entry 2:
Here is 9 unconnected molecules or ions with the total composition C51H123N9O9 in a non-equilibrium geometry from OMol25. Energies are from ωB97M-V/def2-TZVPD.

Geometry (Å):
1 O 3.0599 0.7236 -5.2176
2 O -2.8272 5.3146 0.9777
3 O -1.7166 -4.0817 -4.9288
4 O -5.5997 -2.6012 0.6399
5 O -4.4882 0.1153 -1.1857
6 O 5.3355 -2.9414 -1.8121
7 O 0.5177 -1.4718 0.0177
8 O 4.5542 2.6230 -0.8275
9 O -2.7074 0.6320 3.7133
10 N -4.0684 0.3739 1.5278
11 N -0.1889 -2.3856 -2.6571
12 N -2.9291 -2.3826 -0.4163
13 N -3.2384 -0.0623 4.9417
14 N 5.4254 1.8409 -0.0091
15 N 0.2876 -2.5718 -5.8897
16 N 3.1163 4.1516 -4.0697
17 N 2.5681 -3.5385 -1.0131
18 N -2.1323 4.2569 1.6698
19 C 4.6770 0.5461 0.4414
20 C -1.1843 -3.5943 -7.6197
21 C -5.2851 0.8636 0.9379
22 C -2.6859 -1.3818 5.0739
23 C 6.5443 0.9911 -2.0497
24 C -0.1559 0.0139 -3.3747
25 C -6.5199 -2.9356 -0.4537
26 C 7.0730 -0.5803 0.5285
27 C -1.0225 3.7526 0.7827
28 C 2.2388 3.2454 -6.2721
29 C -1.7768 3.1270 -0.3350
30 C -2.5263 -4.4621 -3.8550
31 C -4.1416 2.1077 5.7947
32 C 5.7438 -0.2298 1.2122
33 C -1.7794 4.7540 3.0278
34 C -4.6847 -3.6461 0.8016
35 C 0.0098 -0.6036 -0.9737
36 C 4.0150 -0.3035 -5.1695
37 C -3.5825 -3.6828 -0.3198
38 C 3.6716 -3.7781 -0.0298
39 C -3.1618 0.8952 6.0972
40 C 3.4286 1.9235 -4.5043
41 C -1.0285 -2.5893 -6.5590
42 C -3.6558 0.1420 7.3516
43 C -0.1863 4.8869 0.2411
44 C 0.3323 -1.0629 -2.3686
45 C -5.0811 1.2431 -0.5853
46 C -3.9678 0.3755 -2.4493
47 C -0.2904 2.7052 1.5159
48 C 6.6970 1.6909 -0.6730
49 C 7.3472 3.0710 -0.9217
50 C -2.5162 -4.7972 -0.0678
51 C -3.2469 -2.1664 3.9122
52 C 0.1354 -1.1784 1.3369
53 C -3.1939 -2.0715 6.2985
54 C 3.5033 -5.0306 0.8388
55 C -2.1074 -2.8308 -5.5077
56 C -5.7899 2.0761 1.7466
57 C -1.0406 3.5782 3.7330
58 C 6.4753 -3.2514 -2.5156
59 C 4.0886 -0.2914 -0.7428
60 C -1.1249 -1.4111 4.9180
61 C 7.7098 0.8133 0.1945
62 C 3.4905 0.9773 1.2993
63 C 0.2302 3.1456 2.9251
64 C -3.0873 4.9097 3.8007
65 C 4.9269 -3.9911 -0.8875
66 C -1.0535 6.0205 3.0836
67 C -2.9115 -1.2033 7.4663
68 C 2.4544 3.0487 -4.7049
69 C -1.7431 1.5665 6.3666
70 H -3.6729 4.9932 0.6201
71 H 3.1880 -0.8710 -0.4955
72 H -3.5756 -4.6560 -4.1206
73 H -5.2095 1.7165 5.7209
74 H -0.5122 -3.4794 -8.4517
75 H -3.4945 0.4992 3.0991
76 H 2.2484 2.2772 -6.8218
77 H 1.7653 -3.1018 -0.4580
78 H 5.8076 1.5191 -2.5516
79 H -4.8739 0.7413 -3.0345
80 H 2.8366 1.7114 0.7554
81 H 4.3461 3.3992 -0.3270
82 H -2.7347 -3.1167 6.2866
83 H 2.9171 -2.8088 -1.6607
84 H 0.2100 4.5120 -0.7809
85 H -3.6069 0.8446 8.2294
86 H -5.8624 -3.0490 -1.3172
87 H -0.0141 6.1359 2.7592
88 H -3.6965 4.0372 3.6686
89 H 7.3677 -3.4895 -1.8305
90 H -3.1450 1.1015 -2.5123
91 H 0.5557 2.4318 0.9514
92 H -2.5605 -3.7033 -3.0302
93 H 0.6464 5.0560 0.9237
94 H 6.6754 -2.4340 -3.2127
95 H -2.9270 -5.7596 -0.1838
96 H -0.9126 1.8608 1.7191
97 H -0.7645 4.0155 4.7435
98 H -6.7566 2.3895 1.3377
99 H -4.0385 2.4898 4.8261
100 H -3.2173 0.9554 1.4662
101 H 2.6649 5.0491 -4.0885
102 H 6.3034 -0.0596 -2.0910
103 H 3.4203 -5.9263 0.2472
104 H -3.1365 -2.9811 -5.9213
105 H -4.1898 -3.4602 1.7134
106 H 7.5249 3.6037 0.0457
107 H -3.2063 -1.5769 8.4498
108 H 0.0503 -2.6705 -3.6218
109 H -1.0106 -1.1996 1.3365
110 H -3.6977 -1.7615 -0.6669
111 H -1.8217 -0.9853 7.4374
112 H 5.0004 -0.1605 -5.5378
113 H 3.5854 -1.0922 -5.8028
114 H 4.6850 -4.8802 -1.5410
115 H 6.8491 -1.1196 -0.3643
116 H -1.8843 2.6737 6.4453
117 H -7.0086 -3.8835 -0.2447
118 H 0.7458 2.3131 3.4357
119 H -4.4333 2.1673 -0.5711
120 H 4.3239 2.3376 -4.8710
121 H -5.1612 -4.6724 0.7286
122 H -3.7732 -0.6046 -2.9147
123 H -1.7718 -4.6552 -0.8197
124 H 6.6441 3.7165 -1.4288
125 H 7.4627 1.1137 -2.5968
126 H 0.3355 0.4243 -0.8297
127 H 0.9714 3.9724 2.9000
128 H -0.7843 -2.4609 4.9124
129 H -1.1784 -1.6573 -7.0107
130 H 1.4109 -1.0259 -2.3625
131 H -0.7346 5.8029 0.0670
132 H -6.0271 1.5361 -1.0300
133 H -3.9803 2.8558 6.5270
134 H -1.1164 2.4919 -1.0240
135 H -4.2872 -1.9203 3.7404
136 H 3.2457 3.9859 -3.1180
137 H -2.0871 -5.3503 -3.4188
138 H 8.1016 1.4349 0.9909
139 H -7.2874 -2.1111 -0.5987
140 H -5.0200 2.8841 1.7702
141 H 2.6333 -4.9824 1.4843
142 H 5.7428 -4.3592 -0.2603
143 H -2.7570 -1.8720 2.9063
144 H 3.8313 0.4302 -1.4964
145 H 8.5710 0.7813 -0.4699
146 H -2.5237 2.4756 0.0540
147 H 4.8395 -0.9980 -1.1068
148 H 2.8845 0.0715 1.4862
149 H 4.4721 -5.1368 1.4532
150 H -1.1368 -0.6383 -0.9009
151 H 3.7947 -2.8475 0.5359
152 H -4.2582 -2.2798 6.1018
153 H -0.6571 -0.9155 5.7922
154 H 0.4404 -3.4932 -5.5596
155 H 1.3126 3.7820 -6.4841
156 H 3.4604 1.7136 -3.4035
157 H -4.0468 -3.9701 -1.2437
158 H 3.0442 3.8440 -6.6966
159 H -3.7710 -0.4166 0.9758
160 H -2.1280 -2.0397 -4.7546
161 H -1.2632 6.3569 4.1063
162 H -2.8441 5.0448 4.8553
163 H -1.2323 0.0343 -3.5420
164 H 0.4386 -2.0764 1.8604
165 H -1.7238 2.7618 3.7965
166 H 3.6522 1.3984 2.3237
167 H -2.1835 -3.6997 -7.9234
168 H -2.1926 -2.3357 -1.1327
169 H 0.0592 1.0233 -2.9376
170 H 1.0612 -2.4030 -6.4993
171 H 0.5165 -0.2352 1.7042
172 H -1.0321 -4.5729 -7.2454
173 H 1.4254 2.8753 -4.2952
174 H -2.1925 3.8216 -0.9920
175 H -1.3342 1.2312 7.3535
176 H 7.6122 -1.1037 1.3567
177 H 8.3323 3.0424 -1.3361
178 H 5.9661 0.3117 2.1127
179 H -0.9315 -0.8981 3.9569
180 H -2.1158 -4.7133 0.9204
181 H 5.2741 -1.0993 1.6482
182 H -3.0824 -3.1988 4.0994
183 H 6.3754 -4.1589 -3.2603
184 H -4.7137 -0.0708 7.1503
185 H 4.0485 -0.7220 -4.1566
186 H 0.3102 -0.0938 -4.3720
187 H -5.9474 1.7820 2.7710
188 H -6.0062 0.0178 1.0612
189 H -3.5612 5.7695 3.3417
190 H 0.2660 -3.0143 -2.0209
191 H -1.6308 6.6490 2.4780
192 H -1.0447 1.3688 5.5651

Calculated values
2S+1 = 1
SMILES = CC1(C)CCCC(C)(C)N1O.CC1(C)CCCC(C)(C)N1O.CC1(C)CCCC(C)(C)N1O.COC[C@H](C)N.COC[C@H](C)N.COC[C@H](C)N.COC[C@H](C)N.COC[C@H](C)N.COC[C@H](C)N
electronic energy = -3186.58386 a.u.
HOMO level = -8.07 eV
energy above the lowest of the compared OMol25 structures with the same formula, charge and spin = 65.1 kcal per mole
lowest unoccupied orbital energy = 0.533 eV
Kohn-Sham gap = 8.6 eV

Löwdin population analysis, charges in e, atoms 1 to 5: atom 1 (O): -0.1964, atom 2 (O): -0.0502, atom 3 (O): -0.2102, atom 4 (O): -0.2053, atom 5 (O): -0.2329